1.
{
  "formula": "C45H68IN3O3P2PdSbSi4",
  "method": "the ωB97M-V functional and the def2-TZVPD basis",
  "s_squared": 6.018,
  "e_above_lowest_kcal_mol": 38.3,
  "lumo_energy_ha": [-0.27444, -0.37764],
  "total_charge": 3,
  "spin_multiplicity": 5,
  "homo_lumo_gap_ev": [7.7, 4.7],
  "homo_energy_ev": [-15.20, -14.95],
  "symbols": ["Pd", "O", "P", "C", "P", "O", "C", "C", "C", "C", "C", "C", "C", "C", "C", "C", "C", "C", "C", "C", "C", "C", "C", "C", "C", "C", "C", "C", "C", "C", "H", "H", "H", "H", "H", "H", "H", "H", "H", "H", "H", "H", "H", "H", "H", "H", "H", "H", "H", "H", "H", "H", "C", "C", "C", "C", "C", "C", "N", "N", "Si", "C", "C", "C", "H", "H", "H", "H", "H", "H", "H", "H", "H", "H", "H", "H", "H", "H", "H", "C", "Si", "C", "C", "Sb", "Si", "C", "C", "C", "Si", "C", "C", "C", "H", "H", "H", "H", "H", "H", "H", "H", "H", "H", "H", "H", "H", "H", "H", "H", "H", "H", "H", "H", "H", "H", "H", "H", "H", "H", "H", "N", "C", "O", "C", "I", "H", "H", "H", "H"],
  "coordinates": [[0.9613, -0.4744, 0.2243], [-1.2536, 0.1765, -0.4715], [-1.7128, 0.0188, -1.9038], [-1.8549, -1.7450, -2.4110], [-0.1301, -2.3550, -2.7009], [0.7952, -1.4650, -1.9221], [0.0113, -4.0834, -2.1881], [-0.9874, -4.8111, -1.5589], [-0.7337, -6.1098, -1.1514], [0.5065, -6.6865, -1.3811], [1.4932, -5.9738, -2.0481], [1.2433, -4.6749, -2.4490], [0.1870, -2.2455, -4.4777], [1.2505, -1.4929, -4.9597], [1.5022, -1.4363, -6.3189], [0.6905, -2.1334, -7.1997], [-0.3686, -2.8911, -6.7214], [-0.6182, -2.9542, -5.3633], [-0.5832, 0.8242, -3.0580], [-0.9752, 0.9245, -4.3880], [-0.1404, 1.5313, -5.3076], [1.0770, 2.0491, -4.8918], [1.4589, 1.9709, -3.5595], [0.6293, 1.3560, -2.6376], [-3.3230, 0.7946, -2.2031], [-4.5195, 0.0890, -2.2014], [-5.7136, 0.7743, -2.3456], [-5.7188, 2.1508, -2.4949], [-4.5234, 2.8526, -2.5159], [-3.3276, 2.1739, -2.3797], [-2.4493, -1.8310, -3.3198], [-2.3403, -2.3040, -1.6077], [-1.9660, -4.3821, -1.4006], [-1.5224, -6.6672, -0.6686], [0.6958, -7.6961, -1.0505], [2.4502, -6.4243, -2.2670], [1.9944, -4.1078, -2.9814], [1.8747, -0.9469, -4.2673], [2.3321, -0.8559, -6.6944], [0.8851, -2.0972, -8.2597], [-0.9956, -3.4399, -7.4062], [-1.4277, -3.5630, -4.9872], [-1.9360, 0.5296, -4.6890], [-0.4371, 1.5987, -6.3422], [1.7330, 2.5178, -5.6070], [2.4015, 2.3877, -3.2407], [0.9270, 1.2584, -1.5806], [-4.5263, -0.9862, -2.0961], [-6.6429, 0.2310, -2.3432], [-6.6510, 2.6806, -2.5973], [-4.5253, 3.9226, -2.6452], [-2.3847, 2.6993, -2.4294], [-1.6455, -2.8797, 1.5283], [-0.6215, -2.4286, 2.5193], [-0.4783, -2.9790, 3.7843], [0.5385, -2.5047, 4.6140], [1.3990, -1.5321, 4.1612], [1.2017, -1.0040, 2.8729], [0.1550, -1.4183, 2.1261], [1.9552, -0.0630, 2.2775], [3.7120, -0.1095, 2.3578], [4.0899, 0.9021, 0.7737], [4.5000, 0.7338, 3.8843], [4.3662, -1.8918, 2.5675], [-1.7359, -3.9628, 1.5293], [-1.3254, -2.5406, 0.5397], [-2.6232, -2.4516, 1.7472], [-1.1476, -3.7555, 4.1184], [0.6721, -2.9143, 5.6034], [2.2352, -1.1903, 4.7474], [4.4104, 1.9101, 1.0145], [3.1976, 0.9467, 0.1259], [4.8959, 0.4516, 0.2066], [4.4563, 1.8139, 3.8868], [5.5496, 0.4631, 3.8880], [4.0820, 0.3663, 4.8154], [3.8233, -2.6126, 1.9664], [4.2744, -2.1975, 3.6068], [5.4234, -1.9436, 2.3231], [1.9283, 4.3336, 0.8899], [0.0296, 4.2933, 0.6942], [-0.5965, 4.3556, -1.1042], [-0.9431, 5.5314, 1.7617], [-0.5090, 1.7267, 1.8096], [-0.0128, 2.5220, 4.7382], [-0.6868, 4.2292, 5.2193], [-0.7642, 1.0461, 5.6637], [1.8455, 2.4709, 4.4394], [-3.2064, 1.2276, 2.5714], [-3.7690, 2.9238, 3.2535], [-3.4538, -0.2003, 3.8289], [-4.1558, 0.8209, 0.9745], [2.3630, 5.1663, 0.3415], [2.3845, 3.4156, 0.5221], [2.2140, 4.4561, 1.9315], [-0.2022, 5.2333, -1.6117], [-1.6801, 4.4338, -1.1305], [-0.2993, 3.4873, -1.6854], [-0.8471, 6.5285, 1.3396], [-0.5837, 5.5822, 2.7816], [-2.0029, 5.3002, 1.7872], [-1.6752, 4.4538, 4.8331], [-0.0120, 5.0212, 4.9058], [-0.7500, 4.2855, 6.3046], [-1.7554, 1.2731, 6.0491], [-0.1391, 0.8033, 6.5212], [-0.8246, 0.1513, 5.0501], [2.2235, 3.4059, 4.0373], [2.1025, 1.6699, 3.7532], [2.3682, 2.2861, 5.3745], [-3.3137, 3.1820, 4.2035], [-4.8434, 2.8893, 3.4173], [-3.5734, 3.7256, 2.5482], [-3.5796, 0.1678, 4.8427], [-2.6542, -0.9355, 3.8347], [-4.3755, -0.7221, 3.5770], [-4.0794, 1.6199, 0.2446], [-5.2118, 0.6907, 1.1989], [-3.7967, -0.0883, 0.5045], [3.6234, -1.2014, -2.1623], [3.7895, -1.8063, -0.9857], [2.9568, -1.7286, -0.0819], [5.0893, -2.5498, -0.8159], [5.0881, -4.3119, -2.0776], [2.6885, -0.8637, -2.3690], [4.2674, -1.3545, -2.9230], [5.2260, -2.8935, 0.2026], [5.9369, -1.9399, -1.1225]]
}

***

2.
{
  "formula": "C21H32MgNO2",
  "method": "the ωB97M-V functional and the def2-TZVPD basis",
  "s_squared": 0.751,
  "lumo_energy_ha": [-0.35296, -0.35291],
  "total_charge": 2,
  "spin_multiplicity": 2,
  "homo_lumo_gap_ev": [4.4, 4.6],
  "homo_energy_ev": [-14.03, -14.15],
  "symbols": ["C", "C", "C", "C", "C", "C", "C", "O", "C", "C", "C", "C", "C", "C", "C", "C", "C", "C", "N", "O", "C", "C", "C", "C", "H", "H", "H", "H", "H", "H", "H", "H", "H", "H", "H", "H", "H", "H", "H", "H", "H", "H", "H", "H", "H", "H", "H", "H", "H", "H", "H", "H", "H", "H", "H", "H", "Mg"],
  "coordinates": [[-3.2778, 2.1346, 0.9358], [-2.0000, 1.9098, -0.0084], [-0.7651, 1.1503, 0.6885], [0.2765, 2.3210, 1.1539], [-0.0476, 0.0554, -0.2933], [1.3500, -0.4287, 0.3941], [1.2310, -0.7592, 1.9454], [0.2269, -1.2938, 2.5375], [2.5026, -0.4445, 2.8835], [2.8629, -1.5549, 3.9635], [4.0494, -1.3731, 4.9802], [4.8460, -0.0336, 4.8606], [4.5147, 1.0501, 3.7864], [3.3471, 0.8626, 2.7850], [0.3309, 0.7180, -1.6980], [-0.3818, 0.1383, -3.0115], [-1.4392, 1.2362, -3.5662], [0.7897, 0.1140, -4.1601], [-0.8923, -1.2539, -2.9486], [-0.0210, -2.1582, -3.3004], [-1.6714, -1.6044, -1.7404], [-3.2332, -1.1163, -1.7777], [-1.7787, -3.2406, -1.7450], [-1.0154, -1.2268, -0.3273], [-3.9389, 1.2046, 1.0554], [-3.0049, 2.6270, 1.9448], [-3.9426, 2.9173, 0.3982], [-2.3694, 1.4407, -0.9807], [-1.6185, 2.9668, -0.2938], [-1.1798, 0.6459, 1.6457], [-0.3563, 3.2473, 1.4253], [0.9800, 2.6411, 0.3129], [0.8107, 2.0137, 2.1205], [1.7730, -1.2926, -0.2434], [2.0809, 0.4589, 0.2582], [2.2358, -2.5210, 4.0525], [4.3139, -2.1625, 5.7647], [5.6950, 0.1298, 5.6133], [5.0976, 2.0321, 3.7181], [3.0647, 1.6170, 1.9825], [1.4768, 0.6083, -1.8424], [0.1516, 1.8618, -1.6939], [-1.0117, 2.3032, -3.4915], [-1.5269, 1.0299, -4.7030], [-2.4815, 1.1595, -3.1161], [1.0435, 1.2312, -4.3413], [1.7617, -0.3497, -3.7518], [0.4288, -0.3806, -5.1297], [-3.5286, -0.7004, -2.8015], [-3.4847, -0.4016, -0.9061], [-3.9188, -2.0345, -1.6081], [-0.7986, -3.7361, -1.4286], [-2.1486, -3.5374, -2.7828], [-2.5814, -3.5981, -0.9921], [-0.3871, -2.1486, 0.0019], [-1.8381, -1.1271, 0.4758], [-0.6018, -3.3480, 2.9992]]
}

***

3.
{
  "formula": "C39H40AsBIN8PV",
  "method": "the ωB97M-V functional and the def2-TZVPD basis",
  "s_squared": 0.763,
  "e_above_lowest_kcal_mol": 26.5,
  "lumo_energy_ha": [0.01794, 0.01793],
  "spin_multiplicity": 2,
  "homo_lumo_gap_ev": [6.7, 6.1],
  "homo_energy_ev": [-6.21, -5.59],
  "symbols": ["V", "C", "C", "N", "N", "C", "B", "N", "C", "C", "C", "N", "N", "C", "C", "C", "N", "H", "H", "H", "H", "H", "H", "H", "H", "H", "H", "C", "C", "C", "C", "C", "C", "P", "C", "C", "C", "C", "C", "C", "C", "C", "C", "C", "C", "C", "H", "H", "H", "H", "H", "H", "H", "H", "H", "H", "H", "H", "H", "H", "C", "As", "C", "C", "C", "C", "C", "C", "C", "C", "H", "H", "H", "H", "H", "H", "H", "H", "H", "H", "H", "H", "H", "I", "C", "C", "N", "N", "C", "H", "H", "H"],
  "coordinates": [[-0.5540, -0.1311, 1.5033], [-4.7089, 0.3789, 1.4532], [-3.5500, -0.2257, 0.9560], [-2.4954, 0.0973, 1.7077], [-2.9603, 0.8960, 2.7022], [-4.2823, 1.0845, 2.5628], [-2.0570, 1.2146, 3.9203], [-0.9289, 2.2051, 3.5324], [-0.5547, 3.3354, 4.1529], [0.6712, 3.7217, 3.6475], [0.9775, 2.7366, 2.7007], [0.0096, 1.8305, 2.6306], [-1.3611, -0.1115, 4.3023], [-1.3875, -0.7880, 5.4641], [-0.6229, -1.9265, 5.3177], [-0.1471, -1.8636, 4.0019], [-0.5977, -0.7643, 3.3933], [-5.7115, 0.3112, 1.0635], [-3.4253, -0.8934, 0.1211], [-4.8259, 1.7078, 3.2554], [-2.7029, 1.6416, 4.8372], [-1.1821, 3.7949, 4.9003], [1.2619, 4.5774, 3.9317], [1.8556, 2.6474, 2.0775], [-1.9417, -0.4161, 6.3117], [-0.4365, -2.6927, 6.0516], [0.4873, -2.5576, 3.4745], [3.2087, 0.8422, -3.2964], [2.8220, -0.4822, -3.1434], [2.3523, -0.9407, -1.9172], [2.2900, -0.0854, -0.8198], [2.6861, 1.2441, -0.9853], [3.1327, 1.7107, -2.2150], [1.7941, -0.6135, 0.8793], [3.4655, -0.9868, 1.5425], [3.7188, -0.6499, 2.8715], [4.9714, -0.8674, 3.4320], [5.9812, -1.4335, 2.6689], [5.7350, -1.7840, 1.3463], [4.4881, -1.5540, 0.7826], [0.9800, -2.2271, 0.6327], [1.5423, -3.4819, 0.4068], [0.6995, -4.5758, 0.2527], [-0.6788, -4.4056, 0.3491], [-1.2196, -3.1559, 0.6295], [-0.4070, -2.0229, 0.7787], [3.5676, 1.1980, -4.2547], [2.8893, -1.1649, -3.9829], [2.0394, -1.9715, -1.8010], [2.6743, 1.9144, -0.1285], [3.4305, 2.7461, -2.3304], [2.9239, -0.2113, 3.4662], [5.1602, -0.5901, 4.4618], [6.9625, -1.5961, 3.0982], [6.5198, -2.2330, 0.7490], [4.3184, -1.8062, -0.2570], [2.6189, -3.6124, 0.3647], [1.1147, -5.5588, 0.0675], [-1.3291, -5.2656, 0.2288], [-2.2959, -3.0744, 0.7610], [-3.1698, 0.4357, -2.2392], [-1.2778, 0.1322, -1.8147], [-0.6489, 1.5566, -3.0146], [-1.0339, -1.4638, -3.0024], [-1.2423, -1.2606, -4.4713], [-0.2208, -0.7579, -5.2807], [-0.4133, -0.5613, -6.6406], [-1.6373, -0.8663, -7.2248], [-2.6634, -1.3615, -6.4328], [-2.4674, -1.5509, -5.0704], [-3.2859, 0.6686, -3.2982], [-3.5265, 1.2707, -1.6379], [-3.7717, -0.4428, -2.0045], [-0.9533, 1.3415, -4.0382], [0.4377, 1.6587, -2.9879], [-1.1105, 2.4926, -2.7042], [-1.7352, -2.2003, -2.6086], [-0.0264, -1.8294, -2.8087], [0.7346, -0.5134, -4.8297], [0.3924, -0.1639, -7.2460], [-1.7869, -0.7219, -8.2873], [-3.6204, -1.6045, -6.8779], [-3.2759, -1.9391, -4.4592], [-2.1693, 6.2646, 1.8500], [-1.5606, 4.5478, 0.8824], [-0.3045, 4.2779, 0.3983], [-0.3667, 3.0373, -0.1146], [-1.5761, 2.4722, 0.0204], [-2.3188, 3.3937, 0.6155], [0.5901, 4.8793, 0.3905], [0.3813, 2.4887, -0.5111], [-3.3588, 3.2046, 0.8368]]
}

***

4.
{
  "formula": "C4H8S3",
  "method": "the ωB97M-V functional and the def2-TZVPD basis",
  "e_above_lowest_kcal_mol": 62.7,
  "lumo_energy_ha": -0.02303,
  "homo_lumo_gap_ev": 8.2,
  "homo_energy_ev": -8.82,
  "symbols": ["S", "C", "C", "C", "S", "C", "S", "H", "H", "H", "H", "H", "H", "H", "H"],
  "coordinates": [[3.3024, 0.1153, -0.5946], [1.8369, -0.0284, 0.1852], [0.5078, 0.0007, -0.1900], [-0.2573, -1.3918, -0.0747], [-1.9354, -1.2321, -0.4928], [-0.4346, 0.9195, 0.6909], [-1.0479, 2.1974, -0.6116], [2.0574, -0.5438, 1.1719], [0.6070, 0.2768, -1.2724], [0.3174, -2.0855, -0.6659], [-0.3051, -1.5780, 0.9596], [-1.6002, -1.3220, -1.9581], [0.1848, 1.4432, 1.4436], [-1.3802, 0.2610, 1.1446], [-1.8529, 2.9677, 0.2643]]
}